ORCA calculation (ωB97M-V/def2-TZVPD) on C3H4N4O in the gas phase.

Cartesian coordinates (Å):
O: 2.9368 -0.5570 -0.2148
N: 0.6473 -0.6835 0.1087
N: -1.5035 -1.2610 -0.2369
N: 0.5560 -2.0518 0.1566
N: -0.7182 -2.3851 -0.0389
C: 1.8711 0.0309 0.0445
C: -1.1298 1.2573 -0.0218
C: -0.6644 -0.2383 -0.0634
H: 1.7294 1.1456 0.0879
H: -0.6058 1.9153 -0.7083
H: -0.9570 1.6427 1.0279
H: -2.1619 1.1850 -0.1414

The value obtained for the LUMO energy is -0.659 eV. The structure (SMILES) is Cc1nnnn1C=O. Its largest force on an atom is 4.352 eV/A. The gap between HOMO and LUMO comes out at 10.42 eV. The calculation puts the HOMO energy at -11.0802 eV.

Results of the Löwdin charge analysis, in e, for atoms 1 through 5: 0.062 -0.046 0.061 0.061 -0.008

***

ORCA calculation (ωB97M-V/def2-TZVPD) on C3H4N4O in the gas phase.

Cartesian coordinates (Å):
O: -2.3883 -1.1107 -0.1004
N: -0.1209 -1.3143 0.0640
N: 2.2680 -1.0015 -0.0947
N: 0.9262 0.7917 0.1049
N: -1.2977 0.7732 0.0887
C: 1.0489 -0.5705 0.0009
C: -1.2049 -0.5985 -0.0100
C: -0.2149 1.5048 -0.1101
H: -0.2180 2.5994 -0.1698
H: 2.3353 -1.9979 0.1616
H: -2.9219 -0.3584 0.1997
H: 1.7881 1.2826 -0.1348

The value obtained for the LUMO energy is 0.076 eV. The structure (SMILES) is [H]/N=c1\nc(O)nc[nH]1. Its largest force on an atom is 4.616 eV/A. The gap between HOMO and LUMO comes out at 9.05 eV. The calculation puts the HOMO energy at -8.9715 eV.

Results of the Löwdin charge analysis, in e, for atoms 1 through 5: 0.134 0.194 0.096 0.100 0.100

***

ORCA calculation (ωB97M-V/def2-TZVPD) on C3H4N4O in the gas phase.

Cartesian coordinates (Å):
O: 0.1679 -0.9563 1.6122
N: -0.7353 1.1213 -0.3302
N: -1.4389 0.6347 0.7287
N: 0.5317 0.9707 -2.2206
N: 1.1087 -0.6019 -0.5849
C: 0.2735 0.4568 -1.0627
C: -1.0085 -0.2197 1.5779
C: 1.0140 -1.1427 0.5771
H: 1.2987 0.4165 -2.6370
H: 1.7810 -1.8320 0.8694
H: -1.3602 1.6413 -0.9526
H: -1.6325 -0.4886 2.4228

The value obtained for the LUMO energy is 0.096 eV. The structure (SMILES) is [H]/N=C1\N=COC=NN1. Its largest force on an atom is 1.845 eV/A. The gap between HOMO and LUMO comes out at 9.34 eV. The calculation puts the HOMO energy at -9.2465 eV.

Results of the Löwdin charge analysis, in e, for atoms 1 through 5: 0.017 0.013 0.052 0.124 0.133

***

ORCA calculation (ωB97M-V/def2-TZVPD) on C3H4N4O in the gas phase.

Cartesian coordinates (Å):
O: 3.3638 -1.0139 -0.0785
N: 1.1923 -0.4439 0.5903
N: -1.0065 -0.0271 1.1618
N: -2.1476 0.4701 0.7242
N: 2.0796 -0.6257 -0.2975
C: -1.9268 0.8358 -0.5291
C: -0.0335 -0.0084 0.2109
C: -0.6179 0.5576 -0.9214
H: -0.1518 0.7447 -1.8647
H: -2.7091 1.2911 -1.1004
H: -0.9146 -0.3877 2.0985
H: 3.9596 -1.2296 0.7313

The value obtained for the LUMO energy (alpha / beta) is 0.805 / -2.741 eV. Its largest force on an atom is 3.030 eV/A. As for the spin multiplicity: 3. The gap between HOMO and LUMO (alpha / beta) comes out at 7.63 / 6.13 eV. The calculation puts the HOMO energy (alpha / beta) at -6.8247 / -8.8716 eV. As for the expectation value of S²: 2.025.

Results of the Löwdin charge analysis, in e, for atoms 1 through 5: -0.070 0.077 0.015 0.030 -0.063

***

ORCA calculation (ωB97M-V/def2-TZVPD) on C3H4N4O2 in the gas phase.

Cartesian coordinates (Å):
O: 1.7047 1.3085 -0.0999
O: 2.9619 -0.4719 -0.4303
N: -1.5039 -1.1604 -0.2251
N: -2.5758 -0.4078 -0.3922
N: -0.9380 0.8758 0.3786
N: -2.2103 0.7519 -0.0410
C: 1.9545 0.0311 -0.0467
C: -0.5372 -0.3783 0.1802
C: 0.8199 -0.8869 0.5977
H: -2.7972 1.5885 -0.1309
H: 0.9140 -0.8522 1.6855
H: 0.7221 1.4627 0.0305
H: 1.0004 -1.9026 0.2279

The value obtained for the LUMO energy is 0.462 eV. The structure (SMILES) is O=C(O)Cc1nn[nH]n1. Its largest force on an atom is 3.251 eV/A. The gap between HOMO and LUMO comes out at 10.76 eV. The calculation puts the HOMO energy at -10.2951 eV.

Results of the Löwdin charge analysis, in e, for atoms 1 through 5: 0.119 0.117 0.080 0.043 0.115

***

ORCA calculation (ωB97M-V/def2-TZVPD) on a molecular structure, C3H4N4O2.

Cartesian coordinates (Å):
O: -0.8949 -1.3504 0.0110
O: -1.3894 -0.9529 -2.5456
N: -0.7016 -1.0352 1.3048
N: -0.2858 -0.3928 -2.0786
N: 1.6640 2.0785 0.8096
N: 1.7590 1.2237 -0.0227
C: 0.5683 0.4418 0.1569
C: -0.0826 -0.5331 -0.7838
C: 0.1988 0.0819 1.3312
H: 0.5395 0.4176 2.2921
H: -1.4315 -0.5959 -3.3652
H: -0.3672 -1.7898 1.7191
H: 0.4233 2.4066 1.1712

The value obtained for the LUMO energy is 0.114 eV. Its largest force on an atom is 6.246 eV/A. The gap between HOMO and LUMO comes out at 8.41 eV. The calculation puts the HOMO energy at -8.3005 eV.

Results of the Löwdin charge analysis, in e, for atoms 1 through 5: 0.006 0.010 0.031 0.010 -0.004

***

ORCA calculation (ωB97M-V/def2-TZVPD) on C3H4N4O2 in the gas phase.

Cartesian coordinates (Å):
O: -0.2944 1.1132 -0.0121
O: 0.4873 -0.2032 -2.0789
N: -1.9101 -1.8705 -0.2448
N: -1.9567 -0.6273 0.3148
N: -1.0096 0.0419 -0.2918
N: -1.1435 -1.8644 -1.3911
C: 0.7217 0.9176 0.9414
C: 1.5831 1.8390 1.4701
C: -0.3913 -0.7009 -1.4383
H: 1.7229 3.0611 1.0240
H: -1.1045 -2.8616 -1.7436
H: 0.8965 -0.2087 1.2296
H: 2.3985 1.3639 2.2204

The value obtained for the LUMO energy is 0.534 eV. The structure (SMILES) is C=COn1nn[nH]c1=O. Its largest force on an atom is 5.536 eV/A. The gap between HOMO and LUMO comes out at 9.97 eV. The calculation puts the HOMO energy at -9.4347 eV.

Results of the Löwdin charge analysis, in e, for atoms 1 through 5: -0.031 0.108 -0.009 0.094 -0.154

***

ORCA calculation (ωB97M-V/def2-TZVPD) on 2 unconnected molecules or ions with the total composition C3H4N4O2S.

Cartesian coordinates (Å):
S: 1.2008 3.7767 1.0169
O: -3.2209 -4.7664 -0.4582
O: -3.6987 -2.5357 -0.7202
N: 1.7406 -0.4751 0.5897
N: 2.4037 -0.9708 1.4489
N: -0.1154 -0.2728 -1.0236
N: 0.7842 1.5000 0.1938
C: 0.8142 0.1242 -0.0286
C: 1.6453 2.1058 1.0346
C: -3.4745 -3.6639 -0.5990
H: 1.9644 4.1191 2.0348
H: -0.0653 -1.2526 -1.3545
H: 0.0192 0.4196 -1.8276
H: 0.0023 1.8918 -0.3072

The value obtained for the LUMO energy (alpha / beta) is 0.157 / 0.157 eV. Its largest force on an atom is 4.663 eV/A. The gap between HOMO and LUMO (alpha / beta) comes out at 7.60 / 7.60 eV. The calculation puts the HOMO energy (alpha / beta) at -7.4399 / -7.4394 eV.

Results of the Löwdin charge analysis, in e, for atoms 1 through 5: 0.720 0.227 0.203 -0.084 0.169

***

ORCA calculation (ωB97M-V/def2-TZVPD) on 2 unconnected molecules or ions with the total composition C3H4N4O3S.

Cartesian coordinates (Å):
S: 2.1690 -1.5058 0.1086
O: -3.6234 1.6624 -1.9387
O: 3.4504 -2.1193 0.0806
O: -2.1392 1.9408 -3.5002
N: 1.4856 -1.4187 1.4419
N: -2.4839 1.6835 -2.3601
N: -0.1664 1.2235 -2.0931
N: -0.0222 0.2589 -0.1834
C: -1.3591 0.5878 -0.3731
C: 0.7078 0.6340 -1.2738
C: -1.3643 1.3218 -1.5175
H: 0.0141 1.8177 -2.8600
H: 1.8682 -1.9712 2.1954
H: -2.1370 0.5245 0.3604
H: 0.4666 -0.1892 0.6982

The value obtained for the LUMO energy is -0.789 eV. Its largest force on an atom is 3.088 eV/A. The gap between HOMO and LUMO comes out at 8.31 eV. The calculation puts the HOMO energy at -9.1003 eV.

Results of the Löwdin charge analysis, in e, for atoms 1 through 5: 0.872 0.095 -0.447 0.075 -0.290

***

ORCA calculation (ωB97M-V/def2-TZVPD) on 2 unconnected molecules or ions with the total composition C3H4N4OS.

Cartesian coordinates (Å):
S: 2.8028 1.4618 -0.7655
O: -0.1268 0.3970 -1.1683
N: 2.3613 1.0126 1.9429
N: -0.4487 -1.3512 0.1370
N: 0.5933 -1.9824 0.1490
N: 1.5577 -2.4888 0.4728
C: -2.2966 0.1558 -0.1336
C: 2.6590 1.1075 0.8303
C: -0.8854 -0.2116 -0.4300
H: -3.0418 0.2394 -1.0015
H: 1.6000 0.9616 -1.1013
H: -2.6646 -0.4847 0.7438
H: -2.1103 1.1829 0.3244

The value obtained for the LUMO energy (alpha / beta) is 0.558 / -4.293 eV. Its largest force on an atom is 3.848 eV/A. As for the spin multiplicity: 3. The gap between HOMO and LUMO (alpha / beta) comes out at 7.13 / 5.66 eV. The calculation puts the HOMO energy (alpha / beta) at -6.5718 / -9.9529 eV. As for the expectation value of S²: 2.028.

Results of the Löwdin charge analysis, in e, for atoms 1 through 5: 0.815 0.112 0.080 0.170 -0.161